The following is a DFT calculation (the ωB97M-V functional and the def2-TZVPD basis) of 5 unconnected molecules or ions with the total composition H10O5.

The geometry in ORCA input format:
```
! RIJCOSX wB97M-V def2-TZVPD def2/J DEFGRID3
* xyz 0 1
O -2.17 0.28 1.92
H -1.37 0.62 1.53
H -2.75 1.05 1.98
O 0.75 0.56 -2.61
H 0.38 0.21 -1.79
H 0.08 1.15 -2.95
O 0.26 1.39 1.42
H 0.78 1.68 2.17
H 0.31 2.12 0.80
O -0.50 -0.70 -0.41
H -1.43 -0.71 -0.18
H -0.08 -0.26 0.32
O 2.25 -2.25 -0.69
H 1.78 -2.78 -0.04
H 1.72 -2.35 -1.49
*
```

Summary:
LUMO energy (Eh): 0.0058
Max |F| (eV/Å): 0.78
HOMO-LUMO gap (eV): 11.0
ΔE to the lowest compared entry with this formula, charge and spin (kcal/mol): 22.1
E_HOMO (Eh): -0.400
SMILES: O.O.O.O.O

Atomic partial charges in e from the natural (NBO) method, atoms 1 to 8: -0.962 0.478 0.466 -0.962 0.489 0.457 -0.962 0.497